Record 1
The following is a DFT calculation (the ωB97M-V functional and the def2-TZVPD basis) of a structure of composition C35H70B2N11O6RbS3Si2Te at a distorted geometry.

Element x y z (Å)
Rb1 -1.77150 0.53845 0.37059
C1 -4.12481 -0.38410 -4.54504
C2 -4.32739 -1.52922 -3.54154
C3 -2.98801 -2.20789 -3.26544
C4 -5.00570 -1.00268 -2.30692
C5 -6.38798 -0.74745 -2.17865
C6 -6.52293 -0.22482 -0.91373
N1 -5.30368 -0.18998 -0.34348
N2 -4.37201 -0.66693 -1.19244
B1 -5.01682 0.41339 1.02963
N3 -4.12896 1.66641 0.84601
C7 -3.55610 2.43729 1.79202
C8 -2.89098 3.46447 1.15627
C9 -3.12310 3.24136 -0.21552
N4 -3.86645 2.15238 -0.37470
C10 -2.74507 4.10290 -1.39338
C11 -1.67248 5.12447 -1.02118
C12 -2.30570 3.25944 -2.59625
N5 -4.32541 -0.60457 1.97799
C13 -4.51392 -0.65002 3.30802
C14 -3.80341 -1.72218 3.81124
C15 -3.18597 -2.28897 2.68289
N6 -3.51523 -1.60338 1.59230
C16 -2.31469 -3.50864 2.57941
C17 -1.87308 -3.99089 3.95778
C18 -3.04968 -4.61649 1.81663
H1 -3.66849 -0.75642 -5.46507
H2 -3.46355 0.36841 -4.11238
H3 -5.07694 0.09120 -4.78950
H4 -5.00943 -2.25781 -3.99365
H5 -2.21497 -1.45467 -3.10573
H6 -2.68503 -2.80301 -4.12895
H7 -3.04555 -2.86164 -2.39457
H8 -7.16816 -0.92007 -2.90227
H9 -7.39637 0.12105 -0.38585
H10 -6.06832 0.72740 1.53678
H11 -3.65424 2.24254 2.84794
H12 -2.33322 4.26144 1.61845
H13 -3.65555 4.64400 -1.68108
H14 -0.78610 4.63112 -0.61747
H15 -2.04186 5.83570 -0.27827
H16 -1.36161 5.67930 -1.90775
H17 -1.27372 2.93914 -2.46394
H18 -2.35545 3.84357 -3.51716
H19 -2.94440 2.38275 -2.69725
H20 -5.14149 0.06893 3.80898
H21 -3.73751 -2.02846 4.84127
H22 -1.42290 -3.22751 2.00981
H23 -2.74191 -4.28208 4.55400
H24 -1.34004 -3.19661 4.48283
H25 -1.21104 -4.85428 3.87360
H26 -3.91897 -4.95291 2.38797
H27 -2.39289 -5.47426 1.65047
H28 -3.39628 -4.24222 0.85325
C19 3.37316 1.32499 -4.24960
N7 3.97819 1.99167 -3.11875
C20 5.27281 1.82227 -2.67314
C21 5.45679 2.70819 -1.67526
N8 4.29810 3.43111 -1.48932
B2 4.20465 4.63290 -0.49605
N9 4.11115 4.11213 0.98793
C22 5.20354 4.01612 1.82149
C23 4.78541 3.80668 3.08634
N10 3.40483 3.77539 3.04211
C24 2.51004 3.75743 4.17391
C25 2.99440 3.97598 1.74711
S1 1.37811 4.01521 1.29036
C26 3.37713 2.99189 -2.39177
S2 1.77019 3.43734 -2.59809
H29 4.14892 1.05237 -4.96514
H30 2.66399 2.00795 -4.71183
H31 2.82560 0.43123 -3.95119
H32 5.92717 1.08342 -3.10196
H33 6.33310 2.88695 -1.07637
H34 3.25428 5.30989 -0.74554
H35 5.26312 5.22469 -0.57118
H36 6.20618 4.10360 1.44089
H37 5.33629 3.65309 3.99795
H38 3.07438 3.98703 5.07791
H39 2.01039 2.79459 4.28391
H40 1.73424 4.50671 4.01966
O1 -0.40350 2.24472 3.43556
H41 -0.12984 1.42735 2.97572
H42 -0.02915 2.94362 2.87211
O2 -0.16332 0.67728 -1.67575
H43 0.22248 1.56700 -1.67691
H44 -0.05016 0.36905 -2.62629
O3 -1.43159 -1.83508 -0.44523
H45 -1.73006 -1.24507 -1.14951
H46 -2.16124 -1.78951 0.21068
O4 0.06847 -1.23997 1.87837
O5 0.48308 0.20156 1.74899
O6 2.38583 1.30498 -0.23375
H47 1.96356 1.82097 0.47633
H48 2.40815 1.93111 -0.96914
C27 3.10801 -2.10520 -2.19113
Si1 1.88307 -3.49099 -1.74216
C28 0.45286 -3.38869 -2.95087
C29 2.82019 -5.12112 -2.01648
C30 1.22556 -3.40538 0.03167
Te1 1.10106 -1.25569 0.24231
C31 2.97702 -1.36515 1.22749
Si2 2.87024 -1.83828 3.05424
C32 2.44161 -0.37376 4.15749
C33 1.82200 -3.35056 3.50813
C34 4.65149 -2.34253 3.51960
H49 3.08825 -1.95947 -3.27316
H50 4.13691 -2.32606 -1.89906
H51 2.83944 -1.14337 -1.75121
H52 0.71791 -3.87044 -3.89572
H53 0.21688 -2.34959 -3.18616
H54 -0.45384 -3.85953 -2.56525
H55 3.24022 -5.13063 -3.02627
H56 2.14612 -5.97691 -1.92838
H57 3.64039 -5.26488 -1.30912
H58 1.87148 -3.86476 0.77758
H59 0.22782 -3.84025 0.08684
H60 3.43127 -0.37916 1.12362
H61 3.58246 -2.08711 0.67691
H62 1.38642 -0.11591 4.06419
H63 3.02159 0.50638 3.86784
H64 2.65733 -0.59559 5.20623
H65 0.81050 -3.25359 3.11691
H66 1.75576 -3.43668 4.59601
H67 2.25347 -4.28142 3.13116
H68 5.35735 -1.53353 3.31467
H69 4.98043 -3.22111 2.95790
H70 4.71291 -2.58171 4.58479
S3 0.50150 -0.88351 -6.93136
C35 0.26866 -0.49150 -5.37121
N11 0.12381 -0.22819 -4.24060

Output
- Electronic energy: -123677.048 eV
- Relative energy (zero: lowest compared OMol25 entry of this formula, charge and spin): 27.6 kcal/mol
- Net charge: -2
- HOMO level: -2.840 eV

Record 2
The following is a DFT calculation (the ωB97M-V functional and the def2-TZVPD basis) of a cluster of 8 separate species, C35H70NO9S2 in total at a distorted geometry.

Element x y z (Å)
C1 5.95795 -0.88582 1.07508
C2 4.60389 -1.27445 1.94133
C3 3.57837 0.04170 2.05017
C4 2.36958 -0.00734 0.93811
C5 2.60437 1.29024 -0.06416
S1 1.10896 2.44623 -0.05895
C6 0.16940 1.32985 1.11616
N1 0.94646 0.22282 1.47379
C7 0.12095 -0.68965 2.40523
S2 -1.20260 -1.45727 1.26097
O1 -0.39292 -2.26176 0.17505
O2 -2.23738 -2.32032 2.02153
H1 6.84813 -1.48714 1.54696
H2 6.24322 0.26133 1.17884
H3 5.87311 -1.14331 -0.07539
H4 4.98733 -1.45881 3.05670
H5 4.05465 -2.23090 1.53110
H6 3.04466 0.05446 3.11487
H7 4.27642 0.98897 1.97203
H8 2.31105 -1.03814 0.37198
H9 3.49543 2.02459 0.21830
H10 2.98558 0.86761 -1.09639
H11 -0.93868 1.52769 1.49817
H12 -0.44389 -0.07903 3.24517
H13 0.76801 -1.53242 2.90460
H14 -1.91149 -0.45738 0.53052
C8 -2.93219 4.03753 4.51346
C9 -2.45740 2.96195 5.45603
C10 -2.27851 1.78193 4.52587
O3 -1.92331 2.31402 3.24219
C11 -2.14205 3.73144 3.25997
H15 -2.76632 5.05196 4.88481
H16 -4.00423 3.91393 4.31907
H17 -1.49078 3.24738 5.88758
H18 -3.15094 2.75781 6.27569
H19 -3.21286 1.22275 4.40891
H20 -1.50015 1.09335 4.86717
H21 -1.16193 4.22032 3.27979
H22 -2.66525 4.03530 2.34913
C12 2.69547 -2.36069 -3.86940
C13 3.55616 -1.68152 -4.90317
C14 3.12382 -0.23703 -4.77594
O4 2.73245 -0.03852 -3.41045
C15 2.63673 -1.31977 -2.77290
H23 3.09387 -3.31893 -3.52656
H24 1.69181 -2.53185 -4.27646
H25 4.61304 -1.78071 -4.62886
H26 3.42631 -2.07836 -5.91320
H27 2.25413 -0.02536 -5.40697
H28 3.92232 0.46396 -5.03569
H29 3.48656 -1.41646 -2.08845
H30 1.71231 -1.37418 -2.19137
C16 1.51467 3.59257 -7.88659
C17 0.91445 3.72210 -6.51047
C18 0.33224 2.34332 -6.28770
O5 1.15650 1.42123 -7.01398
C19 2.02546 2.16841 -7.87645
H31 2.29857 4.32509 -8.09492
H32 0.73081 3.70315 -8.64532
H33 1.70626 3.91620 -5.77738
H34 0.16990 4.51799 -6.42845
H35 -0.68396 2.27124 -6.68958
H36 0.31005 2.06344 -5.23052
H37 3.03728 2.11301 -7.46029
H38 2.03275 1.71784 -8.87276
C20 0.86604 -7.04972 -1.75217
C21 -0.13831 -5.99179 -1.37429
C22 0.55230 -5.29674 -0.22121
O6 1.96307 -5.39764 -0.45924
C23 2.17992 -6.33533 -1.52271
H39 0.75361 -7.41706 -2.77535
H40 0.78053 -7.90343 -1.06938
H41 -0.27045 -5.29152 -2.20751
H42 -1.11902 -6.39231 -1.10539
H43 0.33735 -5.79550 0.72979
H44 0.26781 -4.24405 -0.13525
H45 2.48380 -5.76941 -2.41007
H46 2.98834 -7.01992 -1.25164
C24 3.00980 4.21834 5.79964
C25 2.61742 3.37846 4.61162
C26 1.22372 2.92642 4.98964
O7 0.65625 3.96286 5.80260
C27 1.69877 4.87760 6.16819
H47 3.80372 4.93839 5.58588
H48 3.34522 3.57007 6.61791
H49 2.57611 4.00444 3.71244
H50 3.29812 2.54569 4.41757
H51 1.25183 2.00981 5.58831
H52 0.58783 2.75360 4.11658
H53 1.54630 5.80188 5.60031
H54 1.62991 5.10801 7.23489
C28 -3.23807 -7.50662 -4.16599
C29 -2.84580 -7.84628 -5.58073
C30 -1.35532 -8.07250 -5.45061
O8 -1.12427 -8.57186 -4.12608
C31 -2.32530 -8.40471 -3.36004
H55 -4.29689 -7.67228 -3.95165
H56 -3.00608 -6.45516 -3.95879
H57 -3.33916 -8.77549 -5.88935
H58 -3.09756 -7.06827 -6.30587
H59 -0.80022 -7.13430 -5.55558
H60 -0.97412 -8.78756 -6.18535
H61 -2.77003 -9.39541 -3.21595
H62 -2.08219 -7.98540 -2.37986
C32 -7.43026 6.76103 3.86876
C33 -7.33221 6.71053 5.37162
C34 -6.74711 5.33471 5.60490
O9 -5.92704 5.03294 4.46755
C35 -6.19099 6.00347 3.44499
H63 -7.46856 7.77577 3.46464
H64 -8.32759 6.22515 3.53716
H65 -6.63318 7.47837 5.72357
H66 -8.28815 6.85946 5.88006
H67 -7.53223 4.57336 5.66220
H68 -6.14498 5.28434 6.51669
H69 -5.32210 6.66771 3.38280
H70 -6.31519 5.50026 2.48216

Output
- Electronic energy: -79003.091 eV
- Net charge: +1
- HOMO level: -10.764 eV

For the records above, the corresponding lowest unoccupied orbital energy values read 3.481 -4.458 eV.